163
Properties=species:S:1:pos:R:3:forces:R:3 method="wB97M-V/def2-TZVPD" orbital_gap_ev=9.6317 multiplicity=1 de_lowest_kcal_mol=0.0 homo_energy_ev=-9.293 total_charge=0
F -2.96831 1.87375 -3.34782 -0.212 0.073 0.306
F -4.14451 6.07467 5.10064 -0.211 0.320 0.330
F -0.60403 -0.43909 -1.39019 -0.061 0.199 -0.082
F -2.26200 2.38651 -5.32613 0.225 0.044 0.123
F 0.95564 1.01824 -1.09625 -0.211 0.173 0.064
F -5.09050 4.17479 5.56822 -0.409 0.010 0.212
F -4.14851 4.49758 3.65078 -0.153 -0.167 -0.156
F -2.32967 0.32060 -4.70188 0.149 -0.250 0.132
F -1.08159 1.67877 -1.51484 0.206 -0.017 -0.032
O -3.39864 -2.43272 4.20838 -0.244 -0.756 -0.404
O -5.30693 2.09296 1.00728 -0.024 -0.581 -0.139
O 4.81346 -1.37123 1.72036 -0.184 -0.380 0.267
O -6.15231 -6.41736 0.85345 0.150 0.054 -0.006
O 7.64997 -4.89161 1.52589 -0.456 0.443 0.140
O -2.78740 3.45739 6.49670 -1.353 -0.476 0.340
O 2.15807 -0.43535 -4.40137 -0.113 -0.822 0.643
O -0.35078 1.72846 1.34529 0.548 0.314 -0.501
O -4.97646 0.33545 -5.04496 -0.349 -0.704 0.269
O -4.96311 -4.03215 0.64829 -0.564 0.780 -0.468
O 3.80087 1.44554 -6.16755 0.045 0.170 -0.207
O 7.26900 2.01292 1.77517 0.418 0.231 -0.097
O -3.31200 -3.42488 -1.51223 -0.531 0.517 -0.389
O -4.80626 2.41223 -5.83167 0.632 0.891 0.262
O 7.34665 -2.09474 2.83392 0.588 0.422 -0.319
O -4.79908 0.14118 4.02276 -0.115 -0.455 -0.399
O 3.76477 3.08806 -8.53087 0.094 -0.477 -0.116
O 2.47278 4.89728 0.39545 -0.445 -0.067 0.374
O -1.70480 4.75359 5.02746 0.186 -0.215 -0.464
O 4.27778 2.92345 1.50774 0.577 0.402 0.168
O -1.38701 -0.20153 1.02244 -0.007 -0.727 -0.697
N -0.51059 -2.23496 -5.46199 -0.202 -0.029 -0.440
C 0.89665 -2.76654 -3.34705 0.761 -0.665 0.141
C -6.13415 1.84411 -7.76157 0.478 0.030 -0.010
C -7.18087 -7.30721 0.51157 -0.163 -0.313 -0.458
C -0.33937 0.77188 -0.88034 0.096 -0.363 0.035
C -2.90334 -3.70394 4.61797 0.183 0.530 0.442
C 8.56291 1.73598 1.30630 0.725 -0.549 -0.409
C 3.17300 -0.74144 -5.34211 -0.484 1.737 -0.200
C 7.41133 -3.34506 3.47362 -1.069 -0.445 -0.322
C 1.41936 0.75030 -4.60965 0.456 0.399 -0.750
C 4.34036 3.49748 -7.32369 0.053 0.523 0.781
C -1.33805 1.59549 6.28916 0.168 -0.891 -0.489
C 5.00243 -1.48875 3.12780 0.649 0.417 -0.586
C -4.33608 -1.91657 5.14525 -0.011 0.392 -0.296
C 4.24833 0.34860 -5.41199 0.001 -0.475 0.630
C -5.53813 -4.33206 1.89888 0.692 -1.174 -0.504
C -3.88240 -2.37924 -0.78727 -0.442 0.381 1.527
C -5.37643 -1.10595 4.40207 0.064 0.757 0.202
C -2.95189 1.48108 -4.61749 0.147 0.596 -0.870
C -4.68285 1.30903 1.97432 1.588 0.214 0.505
C 2.12939 4.08375 1.50488 0.341 0.356 0.592
C 6.28869 1.61758 0.85039 -1.318 0.144 0.123
C -1.59005 -0.35259 2.43997 0.142 0.623 0.654
C -4.26276 -2.80781 0.63079 0.927 -0.487 0.557
C -4.39370 2.57665 0.01953 -0.471 0.424 1.139
C -4.36953 1.34935 -5.19002 -0.504 -0.343 -0.109
C -4.07220 4.75840 4.96296 0.421 -0.414 -0.643
C 0.12598 -2.48986 -4.54580 -0.095 0.292 0.639
C -0.31015 -0.73374 3.15262 0.044 -0.400 -0.166
C -2.70650 4.27011 5.46671 0.881 0.741 0.835
C -6.14421 2.38285 -6.34452 -0.739 -0.370 -0.076
C 4.92627 1.67146 1.51283 -0.778 -0.897 0.054
C 7.28955 -3.94396 0.52117 0.792 -0.459 -0.312
C -2.80067 -2.94549 -2.75170 0.177 0.032 0.371
C -6.61660 -5.37924 1.67192 -0.516 0.635 -0.114
C 6.47215 -1.14560 3.39821 -0.479 -0.377 0.641
C 3.60064 -1.95291 1.30957 -0.402 0.497 -0.646
C 1.91634 6.19482 0.56009 1.081 -0.168 -1.079
C 3.38964 4.12836 -9.38905 -0.535 0.357 -0.207
C 2.88801 2.78019 1.44196 -0.761 -0.295 -0.991
C 4.86121 2.30170 -6.55726 -0.354 -0.848 -1.039
C -0.66215 0.82338 0.62336 -0.547 0.245 1.131
C -1.60325 2.86436 7.06229 0.377 0.323 -0.645
C 8.24224 -4.31124 2.64997 0.787 0.209 0.828
C -5.59391 0.85040 3.09111 -0.434 0.422 -0.614
H -5.52615 0.93962 -7.80190 -0.145 -0.103 0.062
H 8.79508 0.66363 1.35911 -0.277 -0.111 -0.111
H 5.51634 2.56209 -5.72189 -0.178 0.271 0.129
H -6.40423 0.25986 2.64855 0.099 -0.326 0.208
H 4.32331 -0.78543 3.61794 0.046 -0.004 0.307
H 4.78002 -2.50427 3.46354 -0.138 -0.039 0.010
H 1.02391 -1.91621 -2.68424 -0.306 0.174 -0.224
H -5.05459 3.20863 -0.56564 0.529 -0.014 -0.613
H -3.75687 -1.29058 5.83178 -0.347 0.135 0.225
H 0.22673 -1.51676 2.61188 -0.132 -0.130 0.043
H -7.02169 -5.75523 2.61938 0.276 -0.103 0.235
H 2.99054 5.00203 -8.86061 0.349 0.057 0.222
H -3.13987 -1.58028 -0.65168 -0.085 0.187 -0.117
H -5.97592 -3.45094 2.37560 0.044 -0.020 0.114
H -2.63458 -3.57583 5.67050 0.140 -0.600 0.084
H -2.39415 -3.83917 -3.21535 0.188 0.293 -0.388
H -1.93140 0.59176 2.86661 -0.176 0.038 -0.223
H -3.62636 3.17733 0.52210 -0.028 0.206 -0.095
H -7.50901 -7.86886 1.39013 -0.283 0.027 0.007
H -6.77860 1.78255 -5.69089 0.201 -0.141 -0.003
H -6.26479 -0.86509 4.99859 0.091 -0.382 0.328
H 2.32354 4.65460 2.42392 0.279 -0.184 0.089
H -8.01637 -6.81091 0.00402 -0.162 0.271 0.441
H 1.05629 0.82828 -5.64005 0.115 -0.100 -0.087
H -0.82873 3.62501 6.95140 0.284 -0.344 0.121
H 5.15560 -0.14503 -5.78608 0.081 0.374 -0.467
H 1.05522 3.86792 1.53049 -0.003 -0.139 -0.230
H -5.65475 2.56307 -8.42646 -0.155 0.026 -0.077
H 1.90225 -3.05064 -3.66360 0.004 0.021 0.030
H 5.19928 4.17337 -7.43936 0.058 -0.016 -0.418
H -4.80134 -1.92208 -1.17713 0.160 -0.311 -0.873
H 4.95660 1.25689 2.52734 0.329 0.303 0.203
H -0.62939 0.89353 6.73376 0.233 0.448 0.287
H -4.84869 -2.69223 5.72123 0.132 -0.213 -0.125
H -6.84903 -8.01852 -0.24616 0.537 0.012 0.248
H -3.85501 1.87144 2.44520 -0.183 0.267 0.060
H -3.35338 -2.89032 1.24692 0.140 -0.291 -0.094
H -2.01412 -3.98705 4.05747 0.020 0.363 -0.169
H 6.39194 -3.74964 3.55671 0.092 -0.200 0.029
H -2.23679 0.98554 6.16477 -0.258 0.331 0.167
H 3.41935 -1.68188 0.26669 0.429 -0.234 -0.129
H -4.82518 -2.02624 1.15904 -0.268 0.217 -0.410
H 4.20790 4.42029 -10.05107 0.094 0.153 0.081
H 3.60142 4.07906 -6.75790 -0.048 -0.177 0.236
H 0.83335 6.15233 0.67828 -0.023 0.171 0.276
H -4.12469 0.45423 1.55825 -0.532 -0.234 -0.291
H 6.49720 -3.25301 0.80375 -0.180 -0.208 0.072
H 7.79372 -3.31276 4.50175 0.264 0.384 -0.060
H 4.49744 0.73303 -4.41481 -0.008 -0.340 0.234
H 8.16589 -3.34281 0.25045 -0.002 0.083 0.077
H 2.71682 -1.51959 1.79512 0.152 -0.132 0.573
H 2.45923 6.74505 1.33406 -0.453 -0.111 0.444
H 2.08062 1.59915 -4.42563 -0.322 0.226 0.082
H 4.28538 0.93617 1.01151 0.064 0.133 -0.405
H -0.98579 1.79459 5.27494 0.058 0.229 0.067
H 0.37680 0.10404 3.26000 -0.128 0.088 0.098
H 0.50145 -3.61376 -2.78597 -0.262 0.071 -0.109
H 5.44507 1.72110 -7.28530 0.376 0.155 0.100
H -7.13019 1.59962 -8.12507 -0.050 0.135 0.058
H 9.18713 -3.80255 2.40363 -0.097 0.073 -0.274
H 6.20220 2.23778 -0.05040 0.526 0.336 0.094
H -7.46746 -4.85769 1.21283 -0.029 -0.117 -0.350
H 6.66078 -1.09650 4.47745 -0.216 0.032 0.137
H -3.52035 -2.43377 -3.39930 -0.452 -0.465 0.087
H -5.72801 -1.65973 3.52621 0.191 -0.026 -0.049
H 0.53341 0.79583 -3.97967 0.221 -0.354 0.336
H 3.61675 -1.69944 -5.09064 -0.070 -0.072 0.252
H -0.59809 -1.12423 4.12968 0.185 0.055 0.072
H 2.71747 -0.79057 -6.33485 0.048 -0.229 -0.196
H 7.05516 -4.56211 -0.34418 -0.370 0.218 -0.033
H -2.38126 -1.08241 2.57844 0.104 -0.129 -0.252
H 2.17739 6.71806 -0.36356 -0.364 0.017 -0.030
H 3.61364 -3.03933 1.41276 -0.079 -0.068 0.094
H 2.50315 2.04132 2.15841 0.039 0.318 0.383
H 6.70555 -0.15920 3.00165 0.109 -0.099 -0.263
H 2.60518 2.35798 0.46272 0.205 -0.095 -0.033
H -6.08582 1.70684 3.56332 0.154 0.052 0.097
H -2.05476 -2.16011 -2.57630 0.357 -0.342 0.053
H -3.85172 1.80122 -0.52638 -0.453 -0.232 -0.215
H 9.36115 2.20355 1.88265 -0.493 0.408 0.327
H -4.73008 -4.77205 2.49652 -0.155 0.229 0.463
H 2.54561 3.81345 -10.00500 0.190 -0.385 -0.059
H 8.70142 2.04698 0.26604 -0.112 0.085 -0.040
H -1.79827 2.69136 8.11670 -0.244 0.040 -0.055
H -6.52072 3.40159 -6.28428 0.257 0.101 -0.090
H -3.62340 -4.51422 4.48601 -0.253 0.134 0.144
H 8.53388 -5.11115 3.33658 -0.179 -0.227 -0.228
H 6.41363 0.59254 0.48672 0.351 -0.165 0.288

=====

58
Properties=species:S:1:pos:R:3:forces:R:3 method="wB97M-V/def2-TZVPD" orbital_gap_ev="5.8885 / 5.8017" multiplicity=4 de_lowest_kcal_mol=6.4 s2=3.79 homo_energy_ev="-7.111 / -7.658" total_charge=0
Re 0.41820 0.10377 1.35862 0.462 -0.498 0.566
S -2.60327 0.70708 5.05216 0.007 0.020 -0.025
S -0.63357 -0.78279 3.30603 -0.003 0.181 -0.094
S 1.67225 -1.71257 0.53914 -0.091 0.145 -0.068
S 2.50528 0.81725 2.44395 -0.018 -0.164 -0.113
Si -1.66404 -0.57908 0.04300 -0.105 -0.104 -0.242
N -0.58705 1.79247 2.01682 -0.373 0.146 0.313
N 0.93545 1.56690 -0.10147 -0.004 -0.058 -0.233
N -1.45361 1.82252 3.08616 0.396 -0.375 -0.242
C -2.71241 2.43427 -2.74228 0.011 -0.054 0.050
C 0.50584 2.80979 0.21601 -0.244 -0.013 0.287
C -0.34068 2.89771 1.40163 0.164 0.151 -0.299
C 0.80016 3.89817 -0.58429 0.077 0.143 -0.090
C 3.35750 -1.24497 0.80314 -0.083 -0.072 -0.063
C -1.08728 -4.51674 -1.20647 -0.008 0.052 0.016
C -3.88933 0.30354 -1.43028 0.010 0.060 0.039
C -1.98079 1.67796 -1.83060 -0.022 -0.035 -0.045
C -4.03851 2.12289 -2.99651 0.002 -0.030 0.022
C -1.44437 -3.39387 -0.46830 0.059 -0.007 -0.025
C 1.64648 1.37230 -1.21839 0.023 0.114 0.151
C -2.54754 0.59818 -1.14985 -0.074 0.127 -0.060
C 1.53743 3.69957 -1.73844 -0.034 0.094 0.020
C -0.56747 -4.37184 -2.48447 -0.007 0.038 -0.002
C -2.56483 -0.97978 5.66513 0.001 -0.055 0.050
C -4.62648 1.04983 -2.33747 0.045 0.019 0.011
C 1.96050 2.41978 -2.06314 0.034 -0.095 -0.028
C 3.71105 -0.14416 1.58790 0.010 0.132 0.067
C 5.68788 -1.70257 0.35416 -0.039 0.044 0.043
C -0.41182 -3.10061 -3.02432 -0.025 -0.013 0.049
C 4.35180 -2.01682 0.19488 -0.019 0.001 -0.020
C 5.06841 0.16584 1.73489 -0.053 0.034 0.025
C -1.29158 -2.10786 -0.98983 0.059 -0.121 -0.083
C 6.04516 -0.60115 1.12845 -0.006 -0.018 -0.020
C -0.77151 -1.98487 -2.28213 -0.020 -0.020 0.006
C -1.51511 0.66064 3.69065 -0.104 0.237 0.108
H -0.65665 -0.99840 -2.72363 -0.003 -0.013 0.014
H -1.84266 -3.52335 0.53318 -0.002 0.006 -0.016
H 7.08842 -0.34291 1.25813 -0.008 0.004 0.006
H -2.75328 -0.99587 0.96887 -0.013 0.020 0.044
H -1.21449 -5.50556 -0.78347 -0.002 0.005 0.007
H 1.95693 0.35209 -1.40235 -0.003 -0.002 -0.032
H -2.93784 -1.67620 4.91846 0.006 -0.018 0.011
H 1.77493 4.53559 -2.38253 0.002 -0.006 0.003
H -4.36734 -0.52946 -0.92490 0.017 0.015 -0.008
H -4.61153 2.70778 -3.70516 0.006 -0.002 0.008
H 5.34317 1.02136 2.33984 -0.004 -0.016 -0.007
H -1.56656 -1.26667 5.98704 -0.004 0.010 -0.016
H 2.53179 2.22379 -2.95906 0.001 0.014 0.005
H -0.01456 -2.98328 -4.02534 -0.002 0.010 0.008
H -5.66147 0.79624 -2.53054 0.007 -0.003 0.000
H -0.94259 1.93794 -1.67257 -0.021 -0.024 -0.015
H -0.78508 3.82452 1.74455 0.008 0.007 -0.068
H 0.44521 4.87893 -0.29876 -0.001 -0.006 -0.028
H 4.05577 -2.86842 -0.40588 -0.003 0.010 0.007
H -3.23061 -0.97700 6.52700 -0.010 -0.024 -0.013
H -0.28924 -5.24517 -3.06130 -0.001 0.007 0.009
H -2.24181 3.26403 -3.25644 0.006 -0.004 0.007
H 6.44731 -2.31077 -0.11960 -0.004 0.006 0.001